1.
Entry from the OMol25 dataset: the molecule C5H6S in a non-equilibrium geometry (the ωB97M-V functional and the def2-TZVPD basis).

The max |F| is 6.512 eV Å⁻¹. As for the total energy: -16113.212 eV. As for the multiplicity: 1. The gap between HOMO and LUMO comes out at 8.4865 eV. The molar mass is 98.17 g/mol. The SMILES is CCC#CC=S. The calculation puts the HOMO energy at -0.3330 hartree.

Cartesian coordinates (Å):
1 C 0.347 1.668 -1.325
2 C 1.019 0.554 -0.630
3 C 0.089 -0.339 0.079
4 C -0.593 -1.099 0.843
5 C -1.418 -2.166 1.836
6 S -0.823 -2.635 3.202
7 H 1.204 2.186 -1.675
8 H -0.144 2.125 -0.514
9 H -0.304 1.259 -2.073
10 H 1.587 0.937 0.172
11 H 1.418 -0.084 -1.501
12 H -2.382 -2.405 1.586

Cartesian forces, eV/Å:
0.2 -0.5 0.4
-1.2 -3.5 -1.4
-3.4 -4.0 3.9
0.9 0.7 -1.4
3.7 4.0 -2.6
0.8 -0.6 1.4
0.1 1.4 -0.9
-1.1 1.6 0.3
-0.4 0.4 -0.5
1.9 0.2 0.3
0.7 0.7 1.9
-2.2 -0.4 -1.3

---

2.
Entry from the OMol25 dataset: the molecule C5H6S2 in a non-equilibrium geometry (the ωB97M-V functional and the def2-TZVPD basis).

The max |F| is 2.236 eV Å⁻¹. As for the total energy: -26950.543 eV. As for the multiplicity: 1. The gap between HOMO and LUMO comes out at 8.3417 eV. The molar mass is 130.24 g/mol. The SMILES is C=C/C=C\SC=S. The calculation puts the HOMO energy at -0.3216 hartree.

Cartesian coordinates (Å):
1 C 0.155 -1.796 -0.119
2 C -0.655 -1.035 0.648
3 C -0.509 0.324 1.276
4 C 0.435 1.282 1.036
5 S 1.452 1.491 -0.445
6 C 0.346 1.140 -1.692
7 S 0.739 0.891 -3.234
8 H 1.130 -1.485 -0.492
9 H -0.166 -2.810 -0.369
10 H -1.622 -1.467 0.876
11 H -1.104 0.391 2.189
12 H 0.466 2.151 1.676
13 H -0.667 0.924 -1.349

Cartesian forces, eV/Å:
-0.3 0.7 0.6
0.0 0.2 -0.6
2.1 -0.5 -0.4
-1.5 -0.6 -0.6
0.0 -0.1 1.2
-0.6 -0.9 -0.3
0.1 0.3 -0.2
-0.2 0.0 0.2
0.1 0.4 0.0
0.0 -0.2 0.2
0.1 0.4 -0.3
0.1 0.0 0.2
0.0 0.3 0.1

---

3.
Entry from the OMol25 dataset: a structure of composition C5H7BeO4 in a non-equilibrium geometry (the ωB97M-V functional and the def2-TZVPD basis).

The max |F| is 3.949 eV Å⁻¹. As for the total energy: -13889.071 eV. As for the multiplicity: 2. The gap between HOMO and LUMO (alpha / beta) comes out at 8.2052 / 8.9677 eV. As for the expectation value of S²: 0.75. The molar mass is 140.12 g/mol. The calculation puts the HOMO energy (alpha / beta) at -0.2921 / -0.3374 hartree.

Cartesian coordinates (Å):
1 O -1.570 1.610 -0.344
2 Be 0.138 1.369 -0.601
3 C -2.207 0.367 -0.345
4 C -1.359 -0.797 0.182
5 H -3.115 0.418 0.290
6 H -2.565 0.091 -1.361
7 H -0.914 -0.509 1.150
8 H -2.005 -1.676 0.332
9 C -0.078 -1.317 -0.769
10 C 0.881 -0.204 -0.912
11 H -0.517 -1.562 -1.749
12 H 0.354 -2.224 -0.311
13 O 1.903 -0.318 0.113
14 C 2.285 0.792 0.666
15 O 1.715 1.883 0.546
16 O 3.326 0.614 1.448
17 H 3.729 1.465 1.666

Cartesian forces, eV/Å:
3.9 -0.1 -0.6
-2.2 0.1 0.8
-0.2 -0.7 -0.3
1.3 -0.9 -0.6
0.3 0.1 -0.2
0.1 0.1 0.2
-0.2 -0.1 -0.2
0.2 0.2 0.0
-1.7 0.3 0.6
-0.6 1.4 1.0
0.2 0.0 0.3
-0.2 0.3 -0.2
0.3 -0.5 -0.3
-0.5 0.1 0.1
-1.0 -0.2 -1.0
0.6 -0.1 0.0
-0.3 0.1 0.1

---

4.
Entry from the OMol25 dataset: the molecule C5H7Br in a non-equilibrium geometry (the ωB97M-V functional and the def2-TZVPD basis).

The max |F| is 3.706 eV Å⁻¹. As for the total energy: -75338.392 eV. As for the multiplicity: 1. The gap between HOMO and LUMO comes out at 9.6007 eV. The molar mass is 147.02 g/mol. The SMILES is C=C/C=C(\C)Br. The calculation puts the HOMO energy at -0.3260 hartree.

Cartesian coordinates (Å):
1 C 1.262 -0.263 -1.008
2 C 0.500 0.779 -1.195
3 C -0.216 1.253 -0.012
4 C -0.445 0.298 0.878
5 C -0.826 -1.126 0.655
6 Br -0.896 0.952 2.682
7 H 1.768 -0.558 -1.821
8 H 1.452 -0.549 -0.031
9 H 0.519 1.097 -2.172
10 H -0.345 2.357 0.240
11 H -0.768 -1.382 -0.319
12 H -1.906 -1.083 0.978
13 H -0.100 -1.776 1.124

Cartesian forces, eV/Å:
-0.2 1.2 0.7
-0.8 0.0 1.5
0.5 1.9 0.0
-1.6 1.2 1.1
-0.8 1.4 3.1
0.1 -0.4 -0.6
2.0 -1.8 -2.5
0.7 -1.1 1.3
-0.8 1.6 -1.9
0.3 -1.7 -0.4
-0.1 -0.5 -3.3
1.2 -1.2 0.1
-0.6 -0.5 0.9

---

5.
Entry from the OMol25 dataset: the molecule C5H7Br2NO2 in a non-equilibrium geometry (the ωB97M-V functional and the def2-TZVPD basis).

The max |F| is 3.499 eV Å⁻¹. As for the total energy: -150965.105 eV. As for the multiplicity: 1. The gap between HOMO and LUMO (alpha / beta) comes out at 7.8228 / 6.1084 eV. The molar mass is 272.92 g/mol. The calculation puts the HOMO energy (alpha / beta) at -0.3078 / -0.2789 hartree.

Cartesian coordinates (Å):
1 C 1.124 -1.175 -0.913
2 C -0.138 1.183 0.429
3 C 1.438 -0.780 0.423
4 C -1.406 0.230 0.290
5 C -1.319 -0.944 -0.468
6 N 0.875 0.341 0.966
7 O 0.982 -0.301 -1.973
8 O 1.298 -2.342 -1.168
9 Br -2.884 1.538 -0.466
10 Br -2.256 -2.571 0.115
11 H 0.069 1.551 -0.523
12 H -0.359 2.127 1.143
13 H 1.952 -1.436 1.105
14 H -1.785 0.133 1.294
15 H -1.237 -0.884 -1.519
16 H 1.362 -0.614 -2.873
17 H 1.152 0.491 1.946

Cartesian forces, eV/Å:
1.8 -1.5 -1.8
-1.7 0.3 1.9
-2.3 2.6 0.0
-0.7 2.4 1.2
-0.9 -1.6 0.5
2.3 0.0 1.9
0.4 1.2 -1.0
0.1 -1.6 -0.4
0.5 -0.5 0.1
0.9 1.4 -0.4
0.7 0.6 -1.6
0.4 -2.5 -1.6
0.0 -0.2 -0.2
-0.2 -0.5 0.2
0.1 -0.2 -0.8
-0.9 -0.1 2.7
-0.5 0.1 -0.9

---

6.
Entry from the OMol25 dataset: the molecule C5H7BrN2 in a non-equilibrium geometry (the ωB97M-V functional and the def2-TZVPD basis).

The max |F| is 5.059 eV Å⁻¹. As for the total energy: -78318.577 eV. As for the multiplicity: 1. The gap between HOMO and LUMO comes out at 9.5366 eV. The molar mass is 175.03 g/mol. The SMILES is CCC1=C(Br)N=NC1. The calculation puts the HOMO energy at -0.3432 hartree.

Cartesian coordinates (Å):
1 C 0.866 -0.750 -0.826
2 C -0.168 0.364 -0.808
3 C -1.427 -0.188 -0.218
4 C -2.308 -1.118 -0.711
5 Br -2.188 -1.869 -2.408
6 N -3.314 -1.406 0.165
7 N -3.217 -0.825 1.214
8 C -1.924 0.011 1.095
9 H 1.017 -1.258 0.116
10 H 1.964 -0.580 -1.114
11 H 0.361 -1.303 -1.684
12 H -0.333 0.598 -1.837
13 H 0.099 1.247 -0.271
14 H -1.178 -0.448 1.895
15 H -2.196 1.028 1.541

Cartesian forces, eV/Å:
1.1 -0.6 -1.9
0.0 -0.2 0.7
-0.8 -1.2 -1.7
2.5 1.8 -0.9
-0.3 -0.2 -0.2
-2.2 -2.7 -2.3
2.2 2.4 2.4
-0.6 0.4 5.0
-0.8 -0.5 0.1
-1.7 0.7 -0.1
1.5 -0.7 1.5
-0.3 0.6 -0.6
0.3 0.7 0.4
-1.4 0.8 -1.4
0.6 -1.1 -1.0

---

7.
Entry from the OMol25 dataset: the ion C5H7BrNO with charge +1 in a non-equilibrium geometry (the ωB97M-V functional and the def2-TZVPD basis).

The max |F| is 1.414 eV Å⁻¹. As for the total energy: -78869.537 eV. As for the multiplicity: 1. The gap between HOMO and LUMO comes out at 9.1385 eV. The molar mass is 177.02 g/mol. The SMILES is [NH3+]/C(Br)=C/C=C\C=O. As for the total charge: +1. The calculation puts the HOMO energy at -0.4915 hartree.

Cartesian coordinates (Å):
1 N 0.657 2.093 -0.523
2 C 0.604 0.807 0.198
3 Br 2.318 -0.031 0.140
4 C -0.428 0.424 0.956
5 C -0.596 -0.971 1.308
6 C -0.484 -1.918 0.352
7 C -0.408 -1.585 -1.066
8 O 0.072 -0.580 -1.552
9 H 0.774 1.849 -1.523
10 H 1.473 2.657 -0.237
11 H -0.210 2.640 -0.416
12 H -1.243 1.102 1.176
13 H -0.922 -1.224 2.306
14 H -0.675 -2.951 0.593
15 H -0.933 -2.309 -1.711

Cartesian forces, eV/Å:
-0.1 -0.1 -0.1
0.5 -0.2 1.3
-0.5 0.5 0.0
0.5 0.6 -0.6
0.1 -0.6 -0.2
0.0 0.4 0.9
-0.2 -0.1 -0.6
-0.2 -0.4 -0.9
-0.1 0.2 0.2
-0.3 -0.1 -0.1
0.3 -0.2 0.0
0.0 0.2 -0.1
0.0 -0.1 0.1
-0.1 -0.1 0.0
0.1 0.0 -0.1

---

8.
Entry from the OMol25 dataset: the molecule C5H7BrO in a non-equilibrium geometry (the ωB97M-V functional and the def2-TZVPD basis).

The max |F| is 7.090 eV Å⁻¹. As for the total energy: -77381.612 eV. As for the multiplicity: 3. The gap between HOMO and LUMO (alpha / beta) comes out at 7.4737 / 8.2808 eV. As for the expectation value of S²: 2.01. The molar mass is 163.01 g/mol. The calculation puts the HOMO energy (alpha / beta) at -0.2414 / -0.3560 hartree.

Cartesian coordinates (Å):
1 C 0.747 0.513 -0.697
2 C 0.620 -0.538 -0.050
3 C -0.303 1.691 -0.469
4 C -1.526 0.168 0.909
5 C 1.231 -1.834 0.219
6 O -1.139 1.464 0.665
7 Br -2.839 -0.625 -0.228
8 H 1.439 0.990 -1.465
9 H 0.251 2.719 -0.259
10 H -1.038 1.709 -1.436
11 H -1.749 0.286 1.989
12 H 1.413 -2.429 -0.764
13 H 0.587 -2.507 0.952
14 H 2.307 -1.607 0.633

Cartesian forces, eV/Å:
-0.9 6.6 -2.4
1.7 -4.0 0.9
-0.3 0.3 -1.7
-1.4 2.6 2.0
1.1 -1.5 0.3
0.6 -0.9 -0.5
0.2 0.0 0.0
-0.1 -1.5 0.7
-1.3 -2.2 -0.7
1.9 0.4 2.0
-0.5 -1.3 -0.6
-0.5 0.9 1.6
1.5 1.3 -1.4
-2.1 -0.8 -0.3

---

9.
Entry from the OMol25 dataset: the molecule C5H7Cl in a non-equilibrium geometry (the ωB97M-V functional and the def2-TZVPD basis).

The max |F| is 9.245 eV Å⁻¹. As for the total energy: -17816.992 eV. As for the multiplicity: 1. The gap between HOMO and LUMO comes out at 9.9256 eV. The molar mass is 102.56 g/mol. The SMILES is CC#CCCCl. The calculation puts the HOMO energy at -0.3359 hartree.

Cartesian coordinates (Å):
1 C -1.109 2.281 0.824
2 C -0.650 0.872 0.544
3 C -0.462 -0.422 0.584
4 C -0.021 -1.615 -0.090
5 C 1.364 -1.396 -0.792
6 Cl 1.318 -0.629 -2.347
7 H -0.193 3.063 0.956
8 H -1.551 2.818 -0.024
9 H -1.836 2.366 1.858
10 H -0.938 -1.817 -0.832
11 H 0.061 -2.387 0.802
12 H 1.799 -2.341 -1.216
13 H 2.219 -0.792 -0.268

Cartesian forces, eV/Å:
1.0 1.6 2.4
0.0 -5.5 1.1
-1.0 9.2 -0.8
-0.6 -1.4 0.7
1.8 -1.2 0.3
-0.9 1.5 -1.5
-1.7 -2.2 0.3
-0.6 -0.9 0.1
2.1 -0.3 -3.1
2.4 -0.3 1.3
0.0 0.8 -2.4
-0.4 0.3 1.7
-2.1 -1.4 -0.1

---

10.
Entry from the OMol25 dataset: the molecule C5H7Cl in a non-equilibrium geometry (the ωB97M-V functional and the def2-TZVPD basis).

The max |F| is 3.690 eV Å⁻¹. As for the total energy: -17818.723 eV. As for the multiplicity: 1. The gap between HOMO and LUMO comes out at 9.9920 eV. The molar mass is 102.56 g/mol. The SMILES is Cl/C=C/C1CC1. The calculation puts the HOMO energy at -0.3263 hartree.

Cartesian coordinates (Å):
1 Cl -3.234 -1.773 -0.321
2 C -1.634 -1.243 0.084
3 C -1.166 -0.133 -0.555
4 C 0.189 0.555 -0.409
5 C 1.473 -0.191 0.005
6 C 1.018 1.083 0.735
7 H -1.111 -1.711 0.896
8 H -1.648 0.358 -1.321
9 H 0.395 1.235 -1.249
10 H 1.245 -1.006 0.605
11 H 2.275 -0.166 -0.746
12 H 0.772 0.855 1.770
13 H 1.426 2.137 0.507

Cartesian forces, eV/Å:
0.1 -0.4 0.2
0.5 2.9 -1.5
2.1 -1.5 2.7
0.2 -0.9 -0.3
-0.4 3.3 -1.5
0.5 0.8 -0.3
-0.1 -0.4 0.1
-1.8 0.5 -1.5
-0.4 -0.6 0.1
0.2 -1.8 0.7
-0.3 -0.4 0.8
-0.3 0.5 -0.2
-0.3 -2.1 0.7

---

- What is the multiplicity in the seventh record?
  1